{
  "formula": "C8H14BN",
  "method": "the ωB97M-V functional and the def2-TZVPD basis",
  "species": ["N", "C", "C", "C", "C", "C", "C", "C", "C", "B", "H", "H", "H", "H", "H", "H", "H", "H", "H", "H", "H", "H", "H", "H"],
  "coordinates": [[-3.55825, -0.15216, -0.62714], [1.29344, -0.03419, -0.21143], [-0.32423, 1.15171, 1.51671], [-0.46626, 1.29534, -1.15770], [-0.06295, 0.46378, 0.14455], [-0.68089, -2.23997, 0.19619], [1.52928, -1.34324, -0.24646], [0.65769, -2.41010, -0.08558], [2.48405, 0.85012, -0.10767], [-1.08447, -0.82069, 0.11768], [-0.71718, 0.24718, 2.12712], [0.10908, 2.21191, -1.10118], [2.41104, 1.22891, 0.96372], [-0.25796, 0.79519, -2.03362], [2.43606, 1.79400, -0.82648], [-1.28403, -3.15390, 0.28635], [-1.14446, 1.92523, 1.46004], [-1.61816, 1.47582, -1.21283], [0.52555, 1.66486, 1.93352], [2.59535, -1.51127, -0.62291], [-4.05690, -0.90248, -0.14414], [3.47227, 0.23953, -0.22129], [-3.40548, 0.64604, 0.01251], [1.14740, -3.42161, -0.15996]],
  "de_lowest_ev": 5.020,
  "homo_ev": [-7.89, -7.85],
  "multiplicity": 1,
  "fmax_ev_per_a": 4.49,
  "total_energy_ha": -392.63083,
  "homo_lumo_gap_ev": [7.2, 7.2]
}

***

{
  "formula": "C8H14BiN2P",
  "method": "the ωB97M-V functional and the def2-TZVPD basis",
  "species": ["Bi", "P", "N", "N", "C", "C", "C", "C", "C", "C", "C", "C", "H", "H", "H", "H", "H", "H", "H", "H", "H", "H", "H", "H", "H", "H"],
  "coordinates": [[-0.97332, 0.71830, -0.60640], [-0.36232, 1.75695, 1.43328], [2.41998, -1.70515, 1.46461], [0.46283, -0.35359, 0.28159], [-3.00809, 1.41105, -3.26859], [2.86917, -1.31547, 2.77676], [2.88502, -2.92027, 0.82188], [-2.69982, 2.44449, -2.36363], [-2.01901, 2.27339, -1.15727], [-1.99088, -0.32537, -1.89327], [-2.68365, 0.05734, -3.03367], [1.36832, -1.02941, 0.84147], [-0.95384, 3.01928, 1.73777], [3.64993, -2.01224, 3.14012], [-3.58209, 1.66388, -4.16933], [0.94415, 2.10550, 1.90571], [-3.05603, 3.45461, -2.61643], [-3.08821, -0.69613, -3.72492], [-1.93157, -1.41211, -1.66427], [3.28641, -0.30936, 2.67971], [2.04955, -3.66868, 0.65009], [3.66450, -3.44947, 1.41255], [-1.83213, 3.20354, -0.58898], [3.31895, -2.67959, -0.17699], [2.01632, -1.32614, 3.48441], [-0.75420, 1.09463, 2.63381]],
  "de_lowest_ev": 6.908,
  "homo_ev": [-4.64, -4.87],
  "multiplicity": 1,
  "fmax_ev_per_a": 14.49,
  "total_energy_ha": -978.20104,
  "homo_lumo_gap_ev": [4.8, 5.1]
}